A molecular structure, C21H21BrN3SV. Source: the OMol25 dataset; level of theory: ωB97M-V/def2-TZVPD.

The geometry in XYZ format:
```
48
Properties=species:S:1:pos:R:3:mulliken_charge:R:1
V 1.05998 1.43923 -0.17489 -0.6665
C 2.11924 -0.45190 -5.44695 -1.3763
C 2.25081 0.03902 -4.03193 0.6405
C 3.51197 0.21431 -3.42787 -0.1944
C 3.65528 0.66054 -2.13083 -0.8477
C 2.47907 0.93059 -1.44335 0.5765
Br 2.22820 2.97661 1.18422 -0.5642
N 1.31096 0.75228 -2.01582 0.2262
C 1.13622 0.33475 -3.27720 -0.4909
H 3.09402 -0.66395 -5.88180 0.3706
H 1.62650 0.29250 -6.07291 0.3357
H 1.52608 -1.36578 -5.49238 0.3293
H 4.39514 -0.00883 -4.01593 0.4029
H 4.62516 0.79671 -1.67577 0.4637
H 0.12205 0.22430 -3.63910 0.4141
N -2.84014 4.03129 -0.01157 -0.4208
C -1.55355 3.69729 0.09871 0.9510
N -0.80512 4.34886 0.96716 -0.1855
S -1.01326 2.43655 -0.95382 -0.4070
H -3.24283 4.80176 0.49516 0.1973
H -3.41448 3.54081 -0.67457 0.2105
H -1.18769 5.08576 1.53777 0.2233
H 0.17767 4.12134 1.06508 -0.0687
C -2.52989 -1.74262 5.08670 -0.3981
C -2.43211 -0.36206 5.16391 -0.6494
C -1.70933 0.33019 4.20367 -0.5959
C -1.08531 -0.33700 3.15188 0.6649
C -1.18270 -1.73267 3.09337 -0.1233
C -1.89778 -2.42593 4.05295 -0.7749
C -0.32651 0.46401 2.17442 -0.1115
C 0.24666 0.08069 1.01851 -0.3373
C 0.12022 -1.20495 0.25867 0.5689
C 1.24846 -1.96985 -0.02163 0.1666
C 1.15782 -3.08212 -0.84762 -0.8258
C -0.06358 -3.43363 -1.40757 -0.4828
C -1.19457 -2.67576 -1.12908 -0.8752
C -1.10225 -1.56461 -0.30294 0.2249
H -3.08717 -2.29145 5.83480 0.3930
H -2.91182 0.17014 5.97454 0.3842
H -1.62103 1.40886 4.27392 0.3503
H -0.68638 -2.28049 2.30811 0.4760
H -1.96028 -3.50475 3.99886 0.4056
H -0.21698 1.51190 2.44622 0.1261
H 2.20093 -1.69913 0.41886 0.5191
H 2.04151 -3.67490 -1.04591 0.4398
H -0.13413 -4.30052 -2.05190 0.4272
H -2.15365 -2.94780 -1.55047 0.4304
H -1.98140 -0.96959 -0.08367 0.4777
```

- <S²>: 0.783
- Lowest unoccupied orbital energy (spin up / spin down): -4.07 / -3.64 eV
- 2S+1: 2
- Net charge: +1
- Kohn-Sham gap (spin up / spin down): 6.898 / 7.368 eV

***

A molecular structure, C21H21Cl2CoN6O5S. Source: the OMol25 dataset; level of theory: ωB97M-V/def2-TZVPD.

The geometry in XYZ format:
```
57
Properties=species:S:1:pos:R:3:mulliken_charge:R:1
Co -0.33657 0.55492 0.10806 0.0190
Cl 1.09682 -1.79090 6.45770 -0.2446
C 0.24931 -1.13401 5.09280 0.1304
C 0.92943 -0.99688 3.89028 -0.6875
C 0.28586 -0.44114 2.78502 -0.2593
N 0.85961 -0.10008 1.57755 0.5301
C 2.19170 -0.01063 1.40059 0.3188
O 3.09228 -0.51939 2.06178 -0.8057
C 2.50870 0.97696 0.30997 0.7589
C 3.80215 1.10959 -0.17608 -0.6330
C 4.05700 2.06485 -1.13844 -0.4079
C 3.01366 2.88583 -1.55450 -0.6663
C 1.76339 2.70109 -0.99599 -0.3755
N 1.50067 1.76250 -0.08444 -0.1781
C -1.07384 -0.04714 2.89624 -0.0937
C -1.74399 -0.21258 4.10415 -0.9630
C -1.07714 -0.74493 5.19899 0.2011
Cl -1.93398 -0.91522 6.70215 -0.2515
N -1.58053 0.51484 1.73717 0.3130
C -2.79326 1.05134 1.61521 0.8724
O -3.70058 1.16117 2.44589 -0.8035
C -2.98953 1.55174 0.21230 -0.0324
C -4.26485 1.68055 -0.31497 -0.7396
C -4.42346 2.14359 -1.60841 -0.3329
C -3.28080 2.50623 -2.31131 -0.7863
C -2.04857 2.34337 -1.71100 -0.0770
N -1.87846 1.83883 -0.48518 0.1901
H 1.96165 -1.29420 3.81328 0.6616
H 4.55837 0.43206 0.19282 0.4469
H 5.04631 2.17387 -1.56305 0.4220
H 3.17423 3.65600 -2.29741 0.4083
H 0.93182 3.34348 -1.26837 0.4957
H -2.76995 0.10351 4.20007 0.6338
H -5.10702 1.40421 0.30421 0.4613
H -5.40321 2.23440 -2.05791 0.4343
H -3.34256 2.91100 -3.31223 0.4221
H -1.14472 2.63008 -2.23412 0.3488
N -1.50509 -1.35673 -0.55861 -0.3168
C -1.16745 -1.79313 -1.91854 -0.4044
C -0.81360 -0.58576 -2.78284 -0.6891
N 0.14472 0.22441 -2.02426 0.1274
H -1.29178 -2.08752 0.10805 0.2184
H -2.49066 -1.13570 -0.47903 0.2019
H -1.97378 -2.36843 -2.38557 0.4224
H -0.27027 -2.40055 -1.88326 -0.0784
H -1.70783 0.00370 -3.01978 0.2318
H -0.37684 -0.95223 -3.71596 0.4760
H 0.54112 0.96189 -2.59553 0.1966
H 0.94226 -0.40881 -1.76869 -0.0724
C 2.38436 -3.99425 -0.90310 -1.0408
S 2.59420 -2.46028 -1.82556 1.1814
O 1.80483 -2.63102 -3.04526 -0.7352
O 4.01581 -2.29226 -2.04775 -0.7389
O 2.01517 -1.42163 -0.94399 -0.6759
H 3.12689 -4.70297 -1.25849 0.3948
H 1.37749 -4.35644 -1.09687 0.2855
H 2.52053 -3.77116 0.15222 0.2852
```

- <S²>: 0.765
- Energy above the lowest of the compared OMol25 structures with the same formula, charge and spin: 0.361 eV
- Lowest unoccupied orbital energy (spin up / spin down): 2.01 / 2.05 eV
- 2S+1: 2
- Net charge: -1
- Kohn-Sham gap (spin up / spin down): 6.396 / 6.388 eV

***

C21H21ClN4O4S in the gas phase. Source: the OMol25 dataset; level of theory: ωB97M-V/def2-TZVPD.

The geometry in XYZ format:
```
52
Properties=species:S:1:pos:R:3:mulliken_charge:R:1
C 2.95571 0.52547 -2.66875 -1.9041
C 2.50714 1.25237 -1.43831 1.2596
C 1.25577 1.85463 -1.42100 -0.6982
C 0.81301 2.57332 -0.32335 0.2548
Cl -0.75603 3.33582 -0.36283 -0.1493
C 1.61683 2.68957 0.79856 -0.7376
C 2.86138 2.08784 0.79777 -0.3995
C 3.32042 1.37337 -0.30487 0.3171
O 4.61900 0.90353 -0.26140 -0.5670
C 4.81405 -0.49947 -0.24059 -0.4330
C 4.48812 -1.11974 1.13316 -0.4033
C 3.60183 -2.36574 1.00229 -1.1973
C 2.28356 -1.97721 0.35711 0.6088
O 2.03938 -2.17611 -0.81128 -0.6045
N 1.44688 -1.34222 1.22886 0.0245
C 0.25523 -0.66951 0.96730 0.8180
C -0.34680 -0.66781 -0.29019 -0.8422
C -1.49009 0.07881 -0.49923 -0.2570
C -2.03172 0.80322 0.54293 -0.0850
S -3.42964 1.86425 0.25644 1.3349
O -3.63253 2.09197 -1.13792 -0.6511
O -3.40406 2.98470 1.14625 -0.6968
N -4.72006 0.92659 0.86507 -0.2294
C -5.16496 -0.17136 0.20060 0.3993
N -4.29356 -0.76931 -0.60795 -0.2016
C -4.72228 -1.83717 -1.25553 0.0965
C -6.00776 -2.33589 -1.10418 -0.8223
C -6.82075 -1.64962 -0.21345 -0.0320
N -6.41319 -0.57583 0.43766 -0.7194
C -1.46881 0.78665 1.80369 -0.8583
C -0.32273 0.04796 2.01669 -1.0447
H 2.67793 -0.52752 -2.60428 0.2605
H 4.03444 0.59954 -2.78712 0.3606
H 2.47423 0.94553 -3.54794 0.5037
H 0.62518 1.78300 -2.29295 0.4280
H 1.27909 3.25431 1.65183 0.4776
H 3.51722 2.19547 1.64918 0.5300
H 5.87075 -0.63111 -0.48389 0.4262
H 4.21521 -0.98889 -1.01253 0.1909
H 3.97588 -0.36366 1.73280 0.2415
H 5.40746 -1.38661 1.65532 0.3749
H 4.09514 -3.10072 0.36564 0.3421
H 3.43124 -2.80946 1.98460 0.4223
H 1.77973 -1.24151 2.17834 0.2531
H 0.09716 -1.23121 -1.09285 0.5540
H -1.96889 0.12531 -1.46242 0.7544
H -5.40210 1.40616 1.43205 0.2677
H -3.99848 -2.30407 -1.91125 0.4383
H -6.35182 -3.20435 -1.63932 0.3668
H -7.83751 -1.95978 -0.00827 0.4112
H -1.91622 1.37708 2.58683 0.4410
H 0.14104 0.03940 2.99271 0.3755
```

- SMILES string: Cc1cc(Cl)ccc1OCCCC(=O)Nc1ccc(S(=O)(=O)Nc2ncccn2)cc1
- Energy above the lowest of the compared OMol25 structures with the same formula, charge and spin: 0.000 eV
- Lowest unoccupied orbital energy: 0.48 eV
- 2S+1: 1
- Kohn-Sham gap: 8.889 eV

***

C21H21F3N2O4S in the gas phase. Source: the OMol25 dataset; level of theory: ωB97M-V/def2-TZVPD.

The geometry in XYZ format:
```
52
Properties=species:S:1:pos:R:3:mulliken_charge:R:1
C -0.56400 -0.35695 -2.73588 -0.8552
C -0.34184 1.04580 -2.16840 -1.4477
C -0.81340 1.23589 -0.76177 0.7761
C -2.07585 1.38040 -0.28808 -0.7645
C -3.39125 1.04682 -0.86358 0.2893
C -4.40995 2.17040 -0.88044 -1.5953
S -4.06247 -0.26660 0.28220 1.3792
O -5.05565 -1.02831 -0.42447 -0.7398
O -4.45430 0.39637 1.50047 -0.6811
C -2.62288 -1.29043 0.62290 0.1776
C -1.91723 -1.11861 1.80006 -0.6981
C -0.72332 -1.79071 1.97918 -0.4922
C -0.23552 -2.64804 0.99621 0.8275
C 1.07205 -3.34796 1.19621 -1.7006
C -0.99181 -2.85035 -0.15380 -0.7593
C -2.18165 -2.16876 -0.34657 -0.4639
N -1.98774 1.77189 1.04048 0.2508
C -0.68147 1.84877 1.43295 0.0284
O -0.24511 2.12087 2.52677 -0.6900
N 0.05463 1.53240 0.29251 0.4726
C 1.44108 1.33886 0.33195 -0.7528
C 2.01227 0.19216 -0.20711 0.3282
C 3.38096 -0.00908 -0.15429 -0.8332
C 4.17617 0.93961 0.46396 0.7137
O 5.57629 0.84498 0.57804 -0.4238
C 6.21992 -0.17650 0.05866 0.8983
F 7.52029 -0.02854 0.28151 -0.2782
F 5.87436 -1.37267 0.57330 -0.2528
F 6.06954 -0.30913 -1.27354 -0.2544
C 3.61549 2.07380 1.03589 -0.4983
C 2.25286 2.27600 0.96802 -0.5037
H -0.15082 -0.41146 -3.74007 0.4472
H -1.62289 -0.59237 -2.78815 0.2735
H -0.08251 -1.11353 -2.12294 0.0622
H -0.87101 1.76080 -2.80419 0.4688
H 0.72113 1.28867 -2.21200 0.4445
H -3.29391 0.58005 -1.84062 0.3942
H -4.56828 2.54494 0.12766 0.3344
H -5.35719 1.78981 -1.25516 0.4651
H -4.07456 2.98759 -1.51636 0.4057
H -2.30817 -0.46569 2.56341 0.5429
H -0.15750 -1.64112 2.88616 0.4547
H 1.82571 -2.65113 1.55810 0.3744
H 1.42170 -3.80239 0.27294 0.3566
H 0.96226 -4.13363 1.94306 0.4276
H -0.64272 -3.54043 -0.90846 0.3448
H -2.77713 -2.31631 -1.23370 0.5796
H -2.78203 1.80220 1.66293 0.4048
H 1.38518 -0.56195 -0.65294 0.3771
H 3.79323 -0.90667 -0.58639 0.4096
H 4.26205 2.78390 1.52377 0.4816
H 1.80698 3.14632 1.41962 0.4936
```

- SMILES string: CCc1c([C@H](C)S(=O)(=O)c2ccc(C)cc2)[nH]c(=O)n1-c1ccc(OC(F)(F)F)cc1
- Energy above the lowest of the compared OMol25 structures with the same formula, charge and spin: 0.000 eV
- Lowest unoccupied orbital energy: 0.42 eV
- 2S+1: 1
- Kohn-Sham gap: 8.384 eV

***

| no. | strongest force on any atom (hartree/bohr) | electronic energy (eV) |
| --- | --- | --- |
| 1 | 0.023 | -133148.788 |
| 2 | 0.045 | -114808.024 |
| 3 | 0.024 | -59626.346 |
| 4 | 0.035 | -52277.066 |